{"formula": "C38H76O27S5", "method": "wB97M-V/def2-TZVPD", "spin_multiplicity": 2, "homo_ha": [-0.015, -0.255], "lumo_energy_ev": [1.809, 1.804], "total_charge": -1, "elements": ["C", "C", "O", "S", "O", "O", "O", "H", "H", "H", "H", "C", "C", "O", "S", "O", "O", "O", "H", "H", "H", "H", "C", "C", "O", "S", "O", "O", "O", "H", "H", "H", "H", "C", "C", "O", "S", "O", "O", "O", "H", "H", "H", "H", "C", "C", "O", "S", "O", "O", "O", "H", "H", "H", "H", "C", "C", "C", "O", "C", "H", "H", "H", "H", "H", "H", "H", "H", "C", "C", "C", "O", "C", "H", "H", "H", "H", "H", "H", "H", "H", "C", "C", "C", "O", "C", "H", "H", "H", "H", "H", "H", "H", "H", "C", "C", "C", "O", "C", "H", "H", "H", "H", "H", "H", "H", "H", "C", "C", "C", "O", "C", "H", "H", "H", "H", "H", "H", "H", "H", "C", "C", "C", "O", "C", "H", "H", "H", "H", "H", "H", "H", "H", "C", "C", "C", "O", "C", "H", "H", "H", "H", "H", "H", "H", "H"], "xyz": [[3.15701, 3.03508, 1.80626], [2.68338, 4.47794, 1.86461], [3.36194, 4.99758, 0.71727], [3.68625, 3.87416, -0.46942], [4.87134, 4.29859, -1.26794], [2.47933, 3.46564, -1.17229], [3.95220, 2.81665, 0.70283], [2.33427, 2.32741, 1.70432], [3.71383, 2.89733, 2.73313], [3.04188, 5.01894, 2.74034], [1.60699, 4.55287, 1.71012], [-0.94601, 0.49629, -0.92669], [-1.32757, -0.95398, -0.50626], [-0.37217, -1.35900, 0.48514], [0.28488, -0.02927, 1.32134], [1.61071, -0.21722, 1.88519], [-0.75943, 0.51767, 2.16734], [0.25387, 0.71864, -0.18303], [-1.65459, 1.20318, -0.49504], [-0.75781, 0.66400, -1.98714], [-1.21307, -1.59558, -1.37996], [-2.30078, -0.87149, -0.02236], [2.18229, -3.60938, 1.69954], [2.62628, -4.07949, 0.26984], [3.28560, -5.27395, 0.41131], [3.43549, -5.80161, 1.96288], [4.69570, -5.37160, 2.56005], [3.15829, -7.22731, 2.07701], [2.11398, -4.84424, 2.40879], [1.17733, -3.18730, 1.69600], [3.00470, -2.99049, 2.05828], [3.22699, -3.32880, -0.24369], [1.80457, -4.34241, -0.39632], [0.07738, 7.20386, -0.64092], [-0.89413, 7.20557, -1.85052], [-1.49717, 5.90649, -1.75415], [-1.69670, 5.43538, -0.17013], [-1.71714, 3.99094, 0.03374], [-2.79860, 6.24434, 0.36072], [-0.22653, 6.09489, 0.24415], [0.10039, 8.17072, -0.13819], [1.04362, 6.91274, -1.05290], [-0.38052, 7.28545, -2.80860], [-1.66866, 7.96839, -1.77107], [-4.47041, -0.42439, 2.55856], [-4.44526, -1.77491, 1.83587], [-4.75337, -1.54268, 0.49348], [-5.60862, -0.14728, 0.31817], [-6.97365, -0.32901, 0.73762], [-5.36752, 0.32761, -1.06924], [-4.73189, 0.55402, 1.60118], [-3.48165, -0.26725, 2.98957], [-5.18597, -0.45170, 3.38035], [-5.16133, -2.38549, 2.38589], [-3.48708, -2.29424, 1.85250], [-3.31099, 4.35820, -4.51853], [-2.68407, 3.11633, -3.95600], [-3.55390, 2.70453, -2.79226], [-4.65429, 3.62146, -2.75323], [-4.35902, 4.78905, -3.52754], [-3.72627, 4.10535, -5.49409], [-2.57852, 5.14436, -4.70168], [-1.69061, 3.43968, -3.64522], [-2.52712, 2.45940, -4.81152], [-3.00686, 2.75246, -1.85069], [-3.96725, 1.70543, -2.93027], [-3.98221, 5.53127, -2.82382], [-5.16711, 5.13348, -4.17288], [6.13161, -0.46056, -1.87479], [4.90173, 0.45220, -2.03830], [3.77267, -0.19301, -1.16866], [4.49267, -0.90154, -0.17210], [5.93012, -0.99811, -0.46162], [7.06190, 0.07926, -2.05164], [6.09160, -1.28663, -2.58479], [4.66589, 0.64264, -3.08531], [5.15875, 1.41414, -1.59477], [3.38413, -0.98610, -1.80752], [3.01238, 0.51055, -0.82945], [6.39792, -1.96886, -0.29760], [6.45100, -0.28927, 0.18206], [2.20773, -2.67154, -4.18729], [1.59994, -4.03612, -4.56463], [0.81788, -4.60135, -3.34575], [0.77938, -3.49008, -2.52186], [1.14555, -2.23993, -3.14751], [2.34601, -2.03303, -5.05980], [3.17330, -2.68022, -3.68161], [2.38242, -4.77553, -4.73521], [0.98195, -3.96227, -5.45947], [1.16342, -5.45705, -2.76568], [-0.15783, -4.92650, -3.70683], [1.59876, -1.49626, -2.49203], [0.29825, -1.73878, -3.61551], [-0.56333, 5.02007, 5.37579], [0.08936, 3.66082, 5.45738], [-0.32008, 2.95487, 4.17315], [-0.21650, 4.00931, 3.21446], [-0.60165, 5.27744, 3.82233], [0.08572, 5.70890, 5.91649], [-1.48056, 5.30463, 5.89136], [-0.21564, 3.10068, 6.34130], [1.16525, 3.80637, 5.36050], [-1.30798, 2.49428, 4.17728], [0.40100, 2.17502, 3.92826], [-1.59173, 5.63174, 3.53544], [0.16614, 6.03449, 3.66268], [3.09792, 0.67167, 5.41877], [4.11732, 0.46758, 6.49487], [5.36466, -0.10929, 5.74192], [4.79457, -0.86568, 4.70580], [3.52797, -0.30721, 4.34333], [3.26718, 1.64442, 4.95702], [2.09910, 0.49332, 5.81707], [3.78295, -0.37712, 7.09718], [4.29611, 1.36007, 7.09453], [5.99440, -0.72077, 6.38815], [5.99267, 0.64954, 5.27514], [2.93782, -1.19184, 4.58262], [3.53180, 0.08777, 3.32742], [-3.11304, -6.39846, -0.25325], [-1.75844, -5.85451, -0.37732], [-1.64401, -4.79720, 0.63724], [-2.75956, -5.16469, 1.58426], [-3.76591, -5.62808, 0.80157], [-3.09054, -7.45666, 0.00715], [-3.69043, -6.26643, -1.16828], [-1.50751, -5.42167, -1.34571], [-1.04897, -6.67803, -0.29629], [-1.63546, -3.84190, 0.11243], [-0.71152, -4.87579, 1.19614], [-4.25917, -4.74459, 0.39630], [-4.58261, -6.17635, 1.27114], [-3.95239, -3.02893, -3.05681], [-3.08372, -2.21177, -4.03417], [-3.94522, -2.35369, -5.29600], [-4.35791, -3.69543, -5.19108], [-4.52881, -4.13469, -3.87217], [-4.79204, -2.47679, -2.63462], [-3.27762, -3.34980, -2.26320], [-2.16378, -2.77816, -4.17906], [-2.89610, -1.16057, -3.81535], [-3.30040, -2.19540, -6.16044], [-4.83783, -1.72834, -5.27912], [-3.85709, -4.99239, -3.83679], [-5.52774, -4.29959, -3.46838]], "forces_ev_per_angstrom": [[-1.63, -0.82, 2.28], [-0.11, -0.35, -1.67], [0.52, 1.53, -2.45], [-0.26, 1.12, 0.24], [-3.03, -1.32, 2.78], [1.83, 0.89, 0.84], [2.44, -0.46, -2.45], [-0.17, 0.01, 0.55], [0.32, -0.78, -0.32], [-0.09, 0.02, -0.20], [0.06, 0.13, 0.30], [-0.28, -0.51, 1.26], [-0.01, 1.19, -0.66], [-0.21, -1.34, 0.24], [-0.24, -0.19, -0.07], [0.76, 0.04, 0.25], [-0.44, 0.20, 0.08], [1.55, 1.59, -0.42], [-0.38, 0.08, -0.55], [-0.04, -0.09, 0.05], [-0.56, -0.41, 0.23], [-0.23, -0.68, -0.46], [0.79, -0.65, -1.67], [-1.97, 1.70, -0.43], [2.40, -2.99, 1.63], [-0.23, 0.50, 0.10], [-2.18, -0.04, -1.03], [-0.29, 2.51, -0.52], [1.76, -2.00, 0.76], [0.37, 0.31, 0.16], [-0.52, 0.33, 0.51], [0.25, 0.00, 0.28], [-0.43, 0.54, 0.18], [0.69, -0.50, -0.80], [-0.48, -0.66, 1.32], [-0.60, -1.23, 0.43], [-0.55, 0.49, 0.23], [0.53, 3.26, -0.95], [2.12, -1.25, -0.76], [-1.83, -0.15, -0.22], [-0.01, -0.31, 0.26], [0.24, 0.42, 0.35], [-0.04, -0.19, 0.16], [-0.01, 0.00, 0.02], [1.10, -0.81, 0.76], [0.16, -0.62, 1.25], [-1.45, 0.95, -1.36], [1.26, -0.62, -1.19], [1.09, 0.29, -0.07], [-0.06, -0.74, 4.19], [-1.44, 0.84, -2.60], [0.06, 0.53, -0.18], [-0.33, 0.32, -0.25], [-0.30, -0.47, -0.68], [0.09, 0.26, 0.02], [0.22, 0.59, -0.90], [1.62, 0.61, -0.40], [-0.36, -0.27, -0.16], [-0.64, 0.21, -0.49], [0.49, -0.67, 0.08], [-0.42, 0.25, 0.01], [0.05, 0.07, 0.02], [0.16, -0.53, 0.41], [-0.19, -0.71, 0.53], [-0.02, -0.08, 0.04], [-0.02, -0.01, 0.23], [-0.16, 0.45, -0.25], [-0.74, 0.10, 0.94], [-1.13, -0.46, -0.34], [0.07, 0.55, 0.57], [2.18, -0.72, -2.10], [1.13, -0.56, 1.03], [-0.32, 1.65, -0.10], [0.02, -0.06, 0.28], [-0.04, -0.05, -0.21], [-0.30, -0.12, 0.06], [0.00, 0.21, -0.03], [-0.89, 0.17, -0.07], [0.14, -0.30, 0.42], [-0.76, -0.29, 0.07], [-0.10, -0.06, 0.53], [-1.13, -0.37, 0.47], [1.65, -1.70, -0.15], [-0.11, 1.25, -1.55], [-0.62, 2.03, 2.19], [0.69, -0.37, -0.99], [-0.38, 0.13, 0.07], [0.05, -0.57, 0.01], [0.18, 0.09, -0.67], [-0.05, 0.01, 0.13], [0.83, 0.08, -0.21], [-0.57, 0.24, 0.09], [-0.41, -0.57, 0.78], [-0.37, -0.26, -0.12], [0.43, 1.30, -0.24], [-1.03, -0.78, 0.08], [0.48, 0.39, 0.23], [-0.42, 1.13, -0.18], [0.55, -0.91, 1.65], [0.48, 0.37, -0.47], [-0.62, -1.20, -0.24], [0.43, -0.05, 0.12], [0.08, -0.15, 0.52], [-0.18, 0.16, 0.05], [-0.13, 0.02, -0.33], [0.08, -0.18, -0.44], [-0.07, -0.07, -0.83], [0.85, 0.92, -0.78], [1.30, -0.87, 0.22], [-0.73, 0.91, 0.09], [0.99, 0.04, 0.06], [-0.61, -1.89, 1.11], [-0.71, 0.52, 0.43], [-0.08, 0.37, -0.52], [-0.04, 0.22, 0.52], [0.11, -0.18, 0.15], [-0.08, -0.19, -0.09], [0.18, 0.52, 0.25], [-0.87, 0.02, -1.55], [-0.27, -0.41, 0.11], [-1.70, -1.75, -1.92], [2.21, -0.74, -1.90], [-0.03, -0.72, 1.92], [2.78, 1.69, 1.30], [-1.98, 1.16, -0.57], [-0.05, -0.06, -0.12], [-0.03, -0.41, -0.22], [-0.35, -0.03, -0.30], [0.28, 0.15, 0.47], [-0.89, 0.56, 0.78], [-0.23, 0.21, 0.28], [-0.43, 0.25, -0.57], [0.44, -0.14, 0.82], [1.11, 1.42, 1.34], [-1.33, 0.02, -0.35], [0.77, -0.24, 1.22], [-1.24, -0.80, -2.39], [1.78, 0.03, 0.33], [0.36, 0.49, 0.18], [-0.43, -0.21, 0.37], [0.23, 0.28, -0.11], [0.11, -0.17, 0.48], [-0.55, -0.21, -0.40], [0.18, 0.52, -0.16], [-0.59, -0.62, 0.48], [-0.32, -0.50, -0.88]]}